No. 1
A cluster of 4 separate species, C6H19BrN5O3 in total. Source: the OMol25 dataset; level of theory: ωB97M-V/def2-TZVPD.

Each line ends with the Löwdin charge.
Positions of all 34 atoms, in Å:
1 Br -0.416 0.700 -2.025  -0.99
2 C 5.332 -2.144 4.397  -0.06
3 C 4.089 -2.208 3.574  -0.46
4 C 2.778 -1.817 4.356  -0.15
5 O 2.534 -2.958 5.280  -0.20
6 C 1.154 -3.436 5.336  -0.10
7 N 4.117 -1.382 2.385  0.02
8 H 5.594 -1.094 4.530  0.08
9 H 6.149 -2.760 4.022  0.08
10 H 5.079 -2.370 5.433  0.07
11 H 3.950 -3.219 3.191  0.13
12 H 1.966 -1.669 3.644  0.11
13 H 2.889 -0.789 4.702  0.12
14 H 0.962 -4.052 6.214  0.08
15 H 0.965 -4.130 4.517  0.07
16 H 0.387 -2.682 5.158  0.08
17 H 4.152 -0.408 2.650  0.06
18 H 3.270 -1.381 1.834  0.07
19 C -5.138 -1.779 -6.100  -0.82
20 O -6.093 -2.253 -6.665  0.04
21 N -5.159 -1.187 -4.990  0.16
22 N -3.857 -1.936 -6.353  0.15
23 H -6.032 -1.169 -4.483  0.13
24 H -4.304 -0.891 -4.541  0.12
25 H -3.175 -1.578 -5.699  0.11
26 H -3.598 -2.580 -7.087  0.11
27 C -2.338 6.948 -3.017  -0.79
28 O -2.669 8.126 -3.086  0.00
29 N -3.031 5.956 -3.415  0.17
30 N -1.252 6.501 -2.409  0.15
31 H -2.557 5.086 -3.218  0.11
32 H -3.937 5.941 -3.861  0.13
33 H -1.197 5.495 -2.339  0.11
34 H -0.613 7.120 -1.932  0.12

Force components x, y, z for each atom (eV/Å):
-0.13 0.06 -0.07
-0.21 0.85 0.95
-2.56 -0.07 -0.72
0.87 -2.29 -0.47
-1.43 1.59 -0.03
0.76 -0.13 -1.11
0.92 1.05 -0.48
0.58 0.19 -0.52
-0.03 0.27 0.06
0.08 -0.81 -0.02
-0.14 -0.21 0.31
-0.20 -0.77 -0.16
0.19 -0.13 1.42
0.32 0.60 0.38
0.34 -0.18 -0.39
0.22 0.44 0.62
0.52 0.36 0.18
-0.23 -0.77 -0.05
0.09 -2.48 -1.72
-1.12 -0.45 -1.46
-2.48 4.11 6.81
3.61 -1.42 -3.38
0.31 0.35 0.01
-0.72 0.07 0.31
0.13 -0.49 -0.67
0.28 0.38 0.18
0.09 4.62 1.19
0.14 0.47 -0.27
-2.87 -4.88 -2.02
2.66 -0.47 1.20
-1.15 -0.42 -0.66
0.47 0.44 0.19
0.97 0.47 0.58
-0.27 -0.33 -0.21

For the relative energy (zero: lowest compared OMol25 entry of this formula, charge and spin), the calculation gives 315.1 kJ/mol. The HOMO-LUMO gap is 6.7 eV. The charge is -1.



No. 2
A cluster of 3 separate species, C6H19NO2 in total. Source: the OMol25 dataset; level of theory: ωB97M-V/def2-TZVPD.

Each line ends with the Löwdin charge.
Positions of all 28 atoms, in Å:
1 C 2.317 1.735 -1.824  -0.11
2 C 1.811 1.427 -0.422  -0.27
3 C 1.278 0.002 -0.270  -0.22
4 C 0.034 -0.325 -1.101  -0.19
5 C -1.204 0.528 -0.827  -0.23
6 N -1.897 0.198 0.415  -0.14
7 C -2.589 -1.089 0.372  -0.11
8 H 1.527 1.663 -2.575  0.07
9 H 3.126 1.067 -2.114  0.07
10 H 2.704 2.752 -1.894  0.07
11 H 2.624 1.570 0.293  0.10
12 H 1.034 2.142 -0.140  0.09
13 H 2.053 -0.718 -0.547  0.12
14 H 1.081 -0.208 0.782  0.08
15 H -0.217 -1.376 -0.957  0.10
16 H 0.279 -0.233 -2.161  0.10
17 H -1.879 0.446 -1.693  0.11
18 H -0.919 1.581 -0.787  0.11
19 H -2.578 0.916 0.621  0.11
20 H -1.873 -1.904 0.302  0.06
21 H -3.166 -1.231 1.284  0.09
22 H -3.278 -1.176 -0.480  0.08
23 H -0.975 0.003 2.031  0.01
24 H 0.214 0.410 2.949  0.05
25 O -0.460 -0.265 2.834  -0.09
26 H 0.464 -3.350 2.305  0.03
27 H 0.092 -1.865 2.009  -0.01
28 O 0.398 -2.701 1.597  -0.08

Force components x, y, z for each atom (eV/Å):
-0.07 0.31 -0.10
-0.03 -0.21 -0.03
-0.07 -0.14 0.12
-0.01 0.01 0.00
0.14 0.18 -0.39
0.04 -0.19 0.29
-0.17 -0.08 -0.17
0.00 -0.11 0.03
0.02 -0.16 -0.02
0.04 0.05 0.07
0.03 0.01 0.01
0.02 0.06 0.00
0.06 0.09 -0.04
-0.07 0.07 0.01
0.04 -0.06 0.04
-0.05 0.07 -0.02
-0.07 -0.13 0.07
0.00 0.03 0.09
0.00 0.11 -0.05
0.07 -0.04 0.08
0.05 0.03 0.06
0.04 0.07 0.00
0.21 0.07 0.06
0.00 0.01 -0.01
-0.23 -0.04 -0.15
-0.07 0.20 -0.02
0.23 -0.44 0.14
-0.14 0.22 -0.06

For the relative energy (zero: lowest compared OMol25 entry of this formula, charge and spin), the calculation gives 0.0 kJ/mol. The HOMO-LUMO gap is 10.3 eV. The SMILES is CCCCCNC.O.O.



No. 3
A cluster of 5 separate species, C6H19NO5 in total. Source: the OMol25 dataset; level of theory: ωB97M-V/def2-TZVPD.

Each line ends with the Löwdin charge.
Positions of all 31 atoms, in Å:
1 O -1.675 0.820 1.332  0.02
2 C -0.979 0.152 2.075  -0.24
3 C -0.203 -1.069 1.729  -0.12
4 C 1.311 -0.812 1.989  -0.14
5 C 1.845 0.204 1.040  -0.41
6 C 1.679 1.503 1.365  0.01
7 C 2.177 -1.471 -0.828  -0.06
8 N 2.265 -0.141 -0.207  -0.02
9 H -0.786 0.627 3.050  0.13
10 H -0.627 -1.934 2.264  0.13
11 H -0.352 -1.216 0.644  0.11
12 H 1.801 -1.786 1.856  0.11
13 H 1.436 -0.574 3.053  0.12
14 H 1.776 2.319 0.650  0.05
15 H 1.429 1.807 2.373  0.05
16 H 2.751 -1.472 -1.753  0.09
17 H 2.614 -2.212 -0.161  0.08
18 H 1.146 -1.654 -1.099  0.05
19 H 2.457 0.582 -0.877  0.13
20 H -0.610 0.631 -1.711  0.00
21 H -1.302 0.537 -3.112  0.04
22 O -0.464 0.515 -2.649  -0.06
23 H -0.909 -1.599 -2.337  0.00
24 H -2.056 -1.448 -1.276  0.00
25 O -1.471 -2.098 -1.725  -0.10
26 H -0.848 3.057 -1.415  0.04
27 H -1.554 2.280 -0.403  -0.01
28 O -1.751 2.902 -1.113  -0.06
29 H -2.975 0.508 -0.156  0.05
30 H -3.450 0.702 -1.531  0.08
31 O -2.675 0.339 -1.070  -0.09

Force components x, y, z for each atom (eV/Å):
0.06 -0.87 0.28
0.11 1.77 -0.12
-0.15 0.11 -1.10
-0.25 -1.87 0.40
-0.78 1.81 0.15
0.07 0.35 0.21
0.07 0.88 0.42
0.59 -1.29 -0.90
0.02 -0.49 0.47
0.41 0.20 -0.02
-0.06 -0.29 0.40
0.01 0.19 0.06
0.23 0.41 -0.38
0.28 -0.25 0.04
-0.07 -0.17 -0.05
0.11 0.10 0.10
-0.29 -0.20 -0.13
-0.28 -0.69 0.05
-0.08 0.35 0.35
-0.71 0.06 0.05
-0.28 0.22 0.43
1.37 -0.25 -0.75
-0.35 0.18 0.33
0.60 -0.24 -0.74
-0.16 -0.13 0.37
-0.12 0.39 -0.44
-0.54 -0.10 0.26
0.72 0.14 0.23
0.85 -0.28 -0.16
0.49 -0.16 -0.46
-1.88 0.13 0.67

For the relative energy (zero: lowest compared OMol25 entry of this formula, charge and spin), the calculation gives 172.4 kJ/mol. The HOMO-LUMO gap is 8.4 eV. The SMILES is C=C(CCC=O)NC.O.O.O.O.



No. 4
A cluster of 2 separate species, C6H19NSi2 in total. Source: the OMol25 dataset; level of theory: ωB97M-V/def2-TZVPD.

Each line ends with the Löwdin charge.
Positions of all 28 atoms, in Å:
1 C 1.267 2.096 2.342  -0.16
2 C -0.375 -1.599 1.834  -0.19
3 C -2.808 0.437 0.418  -0.22
4 C -1.277 -1.518 -1.179  -0.27
5 C 1.882 -2.102 -3.304  0.09
6 C 0.695 2.181 -1.918  -0.25
7 N 0.942 2.216 0.884  -0.30
8 Si -1.074 -0.478 0.361  0.44
9 Si 0.407 1.095 -0.309  0.61
10 H 0.450 2.432 2.967  0.06
11 H 1.489 1.030 2.387  0.04
12 H 2.272 2.642 2.533  0.10
13 H 0.110 -1.045 2.676  0.03
14 H -0.982 -2.203 2.367  -0.04
15 H 0.352 -2.143 1.213  0.02
16 H -3.062 0.769 -0.569  0.01
17 H -3.700 -0.016 0.836  0.02
18 H -2.830 1.259 1.024  -0.03
19 H -2.146 -2.122 -1.084  0.01
20 H -1.638 -1.009 -2.075  0.03
21 H -0.448 -2.083 -1.746  0.04
22 H 1.486 -3.097 -3.321  -0.01
23 H 2.499 -1.860 -4.103  -0.05
24 H 2.334 -1.607 -2.469  -0.02
25 H -0.053 2.044 -2.597  -0.05
26 H 0.535 3.323 -1.788  0.05
27 H 1.655 2.186 -2.366  -0.01
28 H 1.242 3.146 0.584  0.05

Force components x, y, z for each atom (eV/Å):
1.69 -0.32 -2.18
2.02 3.44 -1.98
0.33 -2.31 -0.06
1.22 -0.67 -2.18
0.48 -0.07 0.58
-0.28 2.29 2.71
0.53 1.75 1.23
-1.46 -0.07 0.15
2.04 1.29 -0.51
0.06 -0.02 0.34
-0.13 -0.03 1.12
-1.84 -0.74 -0.02
0.13 -0.01 -1.09
-2.54 -2.35 0.99
0.07 -0.14 0.71
0.05 0.10 -0.74
-0.16 -1.14 -0.21
0.76 2.66 1.51
-0.58 -1.34 0.59
0.03 1.24 0.21
-0.87 0.41 1.73
-0.39 -0.15 0.42
0.55 0.37 -2.04
-0.64 -0.15 1.04
-1.82 -1.07 -2.33
0.18 -1.57 0.73
0.97 -0.79 -0.38
-0.41 -0.61 -0.34

For the relative energy (zero: lowest compared OMol25 entry of this formula, charge and spin), the calculation gives 723.1 kJ/mol. The HOMO-LUMO gap (alpha / beta) is 9.5 / 5.5 eV.



No. 5
A structure of composition C6H19O3PSi2. Source: the OMol25 dataset; level of theory: ωB97M-V/def2-TZVPD.

Each line ends with the Löwdin charge.
Positions of all 31 atoms, in Å:
1 C -2.098 -0.892 -2.031  -0.10
2 O -1.091 -1.555 -1.302  -0.22
3 C 0.017 -1.977 -2.074  -0.24
4 C 1.096 -0.913 -2.091  -0.17
5 C 1.634 -0.610 -0.684  -0.22
6 C 1.705 0.884 -0.389  -0.26
7 C 0.350 1.504 -0.034  -0.29
8 Si -0.498 0.822 1.478  0.41
9 O 0.415 0.935 2.856  -0.49
10 Si 1.350 -0.325 3.400  0.53
11 P -2.396 2.019 1.861  0.55
12 O -3.630 1.219 1.645  -0.53
13 H -1.679 -0.289 -2.838  0.09
14 H -2.637 -0.242 -1.347  0.08
15 H -2.806 -1.608 -2.449  0.09
16 H -0.293 -2.245 -3.087  0.12
17 H 0.401 -2.884 -1.607  0.13
18 H 1.899 -1.248 -2.747  0.11
19 H 0.687 -0.001 -2.528  0.11
20 H 0.997 -1.120 0.037  0.08
21 H 2.629 -1.039 -0.569  0.11
22 H 2.434 1.099 0.391  0.09
23 H 2.079 1.386 -1.284  0.11
24 H 0.479 2.579 0.113  0.08
25 H -0.359 1.388 -0.858  0.07
26 H -0.954 -0.563 1.255  0.01
27 H 1.795 -0.004 4.765  -0.07
28 H 2.519 -0.467 2.508  -0.06
29 H 0.569 -1.577 3.399  -0.05
30 H -2.327 3.175 1.048  -0.03
31 H -2.290 2.549 3.163  -0.03

Force components x, y, z for each atom (eV/Å):
0.05 -0.03 0.05
0.00 -0.06 0.23
-0.02 -0.04 -0.04
-0.04 -0.03 0.09
0.21 -0.07 -0.13
-0.09 0.04 -0.19
0.11 0.13 0.25
-0.15 0.23 -0.14
0.08 -0.41 -0.26
0.13 0.19 0.23
-0.16 -0.27 -0.07
-0.32 -0.20 -0.14
0.02 0.11 -0.11
-0.07 0.06 0.10
-0.06 -0.07 -0.15
-0.07 0.01 -0.11
0.01 -0.09 0.08
0.10 0.05 -0.10
-0.06 0.06 -0.11
-0.05 0.02 0.19
0.06 -0.07 -0.02
-0.02 -0.06 0.20
0.13 0.05 -0.04
-0.06 0.10 -0.04
-0.07 -0.03 -0.10
-0.03 0.00 0.17
0.02 0.01 0.02
0.03 -0.07 0.00
-0.01 -0.02 -0.02
0.16 0.17 0.14
0.19 0.24 0.02

The HOMO-LUMO gap is 10.0 eV.



No. 6
A structure of composition C6H19O7Pd. Source: the OMol25 dataset; level of theory: ωB97M-V/def2-TZVPD.

Each line ends with the Löwdin spin population.
Positions of all 33 atoms, in Å:
1 Pd 2.343 0.143 -1.984  0.90
2 O 0.832 -0.584 -0.660  0.09
3 H 0.206 0.146 -0.830  0.00
4 C -2.111 -0.874 -1.508  0.02
5 C -3.356 -1.214 -2.348  0.00
6 O -4.101 -2.277 -1.752  0.00
7 O -1.117 -1.795 -1.770  0.13
8 H -2.415 -0.784 -0.466  0.01
9 H -1.676 0.084 -1.792  0.01
10 H -3.122 -1.502 -3.373  0.00
11 H -3.958 -0.306 -2.400  0.00
12 H -3.449 -2.912 -1.446  0.00
13 H -0.303 -1.387 -1.467  0.00
14 C 1.076 2.674 -0.498  0.00
15 C 1.748 2.973 0.875  0.00
16 O 2.671 4.047 0.799  0.00
17 O 2.044 2.309 -1.417  0.03
18 H 0.642 3.634 -0.777  0.00
19 H 0.261 1.963 -0.366  0.00
20 H 2.168 2.015 1.184  0.00
21 H 1.002 3.321 1.589  0.00
22 H 3.353 3.957 1.469  0.00
23 H 2.606 3.084 -1.495  0.00
24 C 0.990 -1.477 2.749  0.10
25 C -0.186 -2.198 2.095  0.10
26 O 0.288 -2.727 0.865  0.45
27 O 1.104 -0.240 2.106  0.12
28 H 1.917 -2.050 2.749  0.00
29 H 0.739 -1.195 3.772  0.01
30 H -0.989 -1.490 1.889  0.01
31 H -0.620 -2.960 2.742  0.01
32 H 0.366 -1.954 0.301  0.00
33 H 1.051 -0.425 1.165  0.00

Force components x, y, z for each atom (eV/Å):
0.10 -0.01 0.15
-0.05 0.65 0.12
0.30 -0.41 0.51
-1.00 0.58 -1.42
0.07 0.08 0.53
0.20 0.71 0.08
-0.30 -1.78 0.17
-0.01 -0.28 0.44
-0.49 0.67 -0.17
0.49 0.16 -0.03
-0.38 -0.21 0.15
-0.04 -0.35 -0.06
1.04 -0.18 0.11
-0.28 2.34 2.51
-0.88 -0.33 0.06
0.19 -0.39 -1.08
0.41 -0.81 -1.09
-0.32 -0.05 -0.46
0.34 -0.13 -0.20
0.42 0.14 0.41
-0.45 -0.60 0.03
-0.01 -0.09 0.05
0.56 0.02 -0.22
0.91 2.24 1.04
-1.41 -1.63 -1.28
-0.71 -0.69 2.37
0.07 -0.45 0.63
-0.21 -0.33 -0.29
-0.27 -0.58 0.17
0.21 0.42 0.06
0.59 -0.44 -0.14
0.28 1.16 -1.81
0.62 0.58 -1.35

Its spin multiplicity is 3. For the relative energy (zero: lowest compared OMol25 entry of this formula, charge and spin), the calculation gives 316.5 kJ/mol. The HOMO-LUMO gap (alpha / beta) is 9.0 / 4.1 eV. The charge is +1.